1.
Computed, not measured: a molecular structure, C35H29AlClF5N3O6S2Te, with ωB97M-V/def2-TZVPD.

Results
Frontier orbital gap ... 7.49 eV

ORCA input file:
```
! RIJCOSX wB97M-V def2-TZVPD def2/J DEFGRID3
* xyz -1 1
Al -0.44981 -0.13014 -1.11348
C -1.79161 -5.04014 4.42832
C -1.45411 -3.77754 3.69322
C -2.19811 -2.61774 3.87002
C -1.86401 -1.45664 3.19202
C -0.77471 -1.45044 2.33902
C -0.02271 -2.59484 2.15342
C -0.36741 -3.75324 2.82622
S -0.34921 0.03916 1.44322
O -0.09201 1.08186 2.41302
O -1.47871 0.34326 0.57112
N 0.82439 -0.21604 0.44162
C 2.13039 -0.36974 0.76642
C 2.66489 -0.43314 2.03932
C 4.02559 -0.70524 2.22112
C 4.86939 -0.90184 1.16022
C 4.37859 -0.78704 -0.15538
C 5.15729 -0.94674 -1.31978
C 4.57439 -0.78454 -2.54718
C 3.20969 -0.44964 -2.61628
N 2.46519 -0.30864 -1.55728
C 3.00889 -0.48954 -0.35068
H -2.56601 -4.86684 5.17122
H -0.90441 -5.43054 4.92402
H -2.14171 -5.79984 3.73132
H -3.04231 -2.62334 4.54572
H -2.44371 -0.55564 3.31662
H 0.80889 -2.58944 1.46762
H 0.21289 -4.65054 2.67082
H 2.01639 -0.27324 2.88632
H 4.40619 -0.77944 3.23152
H 5.91049 -1.13934 1.32302
H 6.20309 -1.20564 -1.22518
H 5.14389 -0.90574 -3.45568
H 2.71909 -0.29914 -3.56628
F 0.56059 1.65776 -4.37948
Te -0.99571 0.49866 -3.84058
F -0.18601 -0.32694 -5.43128
F -2.17501 -1.02834 -4.31318
F -2.15691 1.24036 -5.25508
F -1.38821 2.49586 -3.39748
O 0.10399 -0.39714 -2.77318
N 0.12349 1.73826 -1.21168
S 0.74369 2.66406 -0.07858
C 1.88859 3.79116 -0.94798
C 2.55159 4.73736 -0.17908
C 3.42939 5.62186 -0.78128
C 3.64259 5.56306 -2.15048
C 3.00469 4.59246 -2.90348
C 2.13029 3.69706 -2.30578
C -0.54141 3.92266 0.22622
C -1.17321 4.58396 -0.81278
C -2.27881 5.37096 -0.53758
C -2.74161 5.50266 0.76192
C -2.08001 4.86476 1.79762
C -0.97791 4.06916 1.53232
H -0.06701 2.21886 -2.08688
H 2.37609 4.77826 0.88552
H 3.94729 6.35796 -0.18258
H 4.30909 6.27186 -2.62378
H 3.18029 4.52336 -3.96528
H 1.65769 2.94006 -2.90888
H -0.83611 4.46936 -1.83038
H -2.79621 5.86146 -1.34658
H -3.62411 6.09496 0.96532
H -2.44341 4.96476 2.80942
H -0.48251 3.52116 2.31722
O -1.93511 -5.77554 -1.09378
C -2.79331 -4.90474 -0.51828
C -4.06201 -5.31984 -0.12258
C -4.94811 -4.44044 0.47032
C -4.57891 -3.11954 0.65212
C -3.32611 -2.69394 0.24812
C -2.41171 -3.56984 -0.32228
C -1.00851 -3.09494 -0.61938
O -0.06491 -3.85194 -0.56278
O -0.90291 -1.81434 -0.82358
H -2.36261 -6.63254 -1.22258
H -4.34811 -6.35124 -0.29178
H -5.92661 -4.78834 0.77302
H -5.26721 -2.41794 1.09562
H -3.03211 -1.66304 0.38122
Cl -2.52611 0.44386 -2.01518
*
```

=====

2.
Computed, not measured: a molecular structure, C35H29BrHfN6O3S2, with ωB97M-V/def2-TZVPD.

Results
Frontier orbital gap ... 7.13 eV

ORCA input file:
```
! RIJCOSX wB97M-V def2-TZVPD def2/J DEFGRID3
* xyz 2 1
Hf -0.01961 -0.05746 -0.47210
Br 3.02410 1.62833 6.14625
C 2.02144 1.02015 4.68322
C 0.68434 0.66088 4.85551
C -0.07630 0.21374 3.78944
C 0.48728 0.12160 2.52889
O -0.25131 -0.28246 1.48775
C 1.84342 0.46150 2.33928
C 2.57184 0.32508 1.09830
N 2.12652 -0.16428 -0.02052
C 2.99220 -0.30927 -1.16239
C 4.33118 -0.54014 -1.06544
C 5.13171 -0.65572 -2.22805
C 4.57594 -0.53865 -3.46418
C 3.17956 -0.31860 -3.59460
C 2.54458 -0.16314 -4.84546
C 1.19917 0.06292 -4.90875
C 0.47059 0.10490 -3.71386
N 1.02338 -0.04848 -2.52739
C 2.38050 -0.23200 -2.44581
C 2.59420 0.92126 3.43833
H 0.23853 0.74105 5.83816
H -1.11680 -0.05147 3.91600
H 3.60401 0.67102 1.13974
H 4.79247 -0.65422 -0.09268
H 6.19169 -0.83895 -2.12120
H 5.18081 -0.61805 -4.35792
H 3.13758 -0.21878 -5.75045
H 0.68728 0.19965 -5.85014
H -0.60154 0.25356 -3.72303
H 3.63338 1.19064 3.29594
O 0.21624 2.12354 -0.66626
S -1.22967 2.39471 -0.32136
O -1.51164 2.61984 1.06165
N -1.86255 1.04720 -0.98938
C -2.84916 0.22883 -0.30024
C -3.72822 0.70452 0.66183
C -4.44493 -0.19541 1.43890
C -4.22809 -1.56224 1.33020
C -3.37117 -2.05904 0.35439
C -2.96188 -3.48000 0.39075
C -1.70779 -3.95086 0.28187
C -0.46156 -3.15426 0.12026
N -0.31516 -2.14566 -0.62875
C -2.79558 -1.16015 -0.55330
C -1.77997 3.76762 -1.22430
C -2.58428 4.69775 -0.57776
C -3.07691 5.76397 -1.31932
C -2.76304 5.88341 -2.66346
C -1.94785 4.94524 -3.29311
C -1.45161 3.87426 -2.57548
H -3.82778 1.76509 0.84037
H -5.13176 0.18231 2.18440
H -4.70356 -2.24413 2.02373
H -3.72743 -4.19012 0.68817
H -1.55043 -5.00194 0.49984
H 0.36788 -3.48497 0.75788
H -2.80240 4.60097 0.47560
H -3.69874 6.50935 -0.84258
H -3.14587 6.72004 -3.23303
H -1.69381 5.06293 -4.33799
H -0.80014 3.14713 -3.04460
C -3.66495 0.68922 -3.75683
N -4.11694 -0.69000 -3.71071
C -5.28261 -1.13735 -4.49657
C -5.40196 -2.63072 -4.13107
N -4.26535 -2.79926 -3.21429
C -3.59357 -1.67595 -3.01562
S -2.02474 -1.80786 -2.02064
H -3.26604 0.92150 -4.74599
H -2.90219 0.85075 -3.00144
H -4.50653 1.35205 -3.55532
H -5.09243 -0.97768 -5.55737
H -6.15857 -0.55825 -4.20819
H -5.29533 -3.28305 -4.99434
H -6.33667 -2.86123 -3.62513
H -3.99148 -3.66522 -2.77970
*
```

=====

3.
Computed, not measured: a molecular structure, C35H29CoN14O4Sb, with ωB97M-V/def2-TZVPD.

Results
Frontier orbital gap (alpha / beta) ... 5.99 / 5.97 eV
<S²> ... 0.762

ORCA input file:
```
! RIJCOSX wB97M-V def2-TZVPD def2/J DEFGRID3
* xyz -2 2
Co 0.68631 0.02748 0.23829
N 9.46599 -4.21540 -2.64700
C 8.50286 -3.72135 -2.25663
C 7.30360 -3.10110 -1.76384
C 7.22819 -2.70365 -0.43000
C 6.07303 -2.10549 0.04187
C 4.99033 -1.89136 -0.80640
C 5.07201 -2.29245 -2.13865
C 6.22015 -2.89677 -2.61801
C 3.74187 -1.24406 -0.32259
C 2.91765 -2.00012 0.50899
C 3.19406 -3.27234 1.08600
C 2.11667 -3.57728 1.88361
C 1.20683 -2.49796 1.74556
N 1.67408 -1.56851 0.93015
C 3.50719 0.05104 -0.76187
C 4.39024 0.86614 -1.53086
C 3.75141 2.06550 -1.71262
C 2.49331 1.94530 -1.06239
N 2.35299 0.76687 -0.48868
H 8.07353 -2.86463 0.22599
H 6.00043 -1.79242 1.07532
H 4.21889 -2.12599 -2.78584
H 6.28348 -3.21276 -3.65075
H 4.08024 -3.86664 0.92575
H 1.96945 -4.46055 2.48538
H 0.23259 -2.39489 2.19922
H 5.36815 0.58052 -1.88651
H 4.10788 2.92954 -2.25157
H 1.68918 2.66340 -1.02532
N -1.32214 -2.53826 -0.77531
C -1.72403 -1.75228 0.28688
N -2.85200 -1.96835 0.95147
N -2.83116 -1.05828 1.94406
N -1.76334 -0.33921 1.86926
N -1.02433 -0.75659 0.82354
C -0.43936 -2.11249 -1.75887
N -0.31273 -2.73535 -2.92328
N 0.65647 -2.03756 -3.55179
N 1.06702 -1.06395 -2.80392
N 0.37725 -1.07623 -1.64148
H -2.01424 -3.19819 -1.08723
C -3.09924 -0.32306 -2.89659
Sb -1.59641 1.13754 -3.39600
C -1.33133 0.33724 -5.38341
C -3.10366 2.57735 -4.05842
H -3.96548 -0.18097 -3.54551
H -3.40001 -0.23716 -1.85232
H -2.67807 -1.31502 -3.06184
H -2.29992 0.22060 -5.87372
H -0.83418 -0.62906 -5.29439
H -0.69993 1.00193 -5.97465
H -3.73766 2.12563 -4.82427
H -2.63011 3.47282 -4.46605
H -3.72925 2.87304 -3.21335
N -0.19375 1.76078 0.01468
C -0.58702 2.60059 0.78771
C -1.12816 3.96443 0.52805
C -1.00722 5.00716 1.44274
C -1.46633 6.27837 1.12327
C -2.06415 6.51884 -0.10607
C -2.19311 5.47959 -1.01949
C -1.72277 4.21460 -0.70516
H -0.55303 4.81333 2.40430
H -1.35799 7.08436 1.83989
H -2.42690 7.51014 -0.35186
H -2.65943 5.65326 -1.98215
H -1.79226 3.40010 -1.41308
O -0.67729 2.44858 2.33882
C 0.09069 1.57551 2.94877
O 1.17803 1.19102 2.57496
C -0.44359 1.18677 4.30150
C -1.80101 1.25336 4.58728
C -2.27592 0.86074 5.83015
C -1.39845 0.41495 6.80420
C -0.04908 0.35813 6.49551
C 0.44675 0.72019 5.25540
N 0.88570 -0.10347 7.53124
O 0.42574 -0.43161 8.61369
O 2.06772 -0.15695 7.25716
H -2.47519 1.57414 3.80638
H -3.33782 0.88642 6.03573
H -1.73662 0.10569 7.78139
H 1.49727 0.63783 5.01788
*
```